(a)
Density functional theory data (wB97M-V/def2-TZVPD) for a structure of composition C3H4N2OS.

Results
* gap between HOMO and LUMO: 8.15 eV
* HOMO: -8.3 eV
* lowest unoccupied orbital energy: -0.2 eV

Cartesian coordinates (Å):
C -2.02870 0.36805 -0.14545
C 0.42361 0.37728 0.06220
C 1.92238 -1.23321 0.01053
H -2.84161 1.17609 -0.24367
H -0.84032 2.07635 -0.12683
H 1.33047 1.11930 0.80476
H 2.04182 -2.35859 0.67600
N -0.85067 0.99469 -0.18760
N 0.53083 -0.81935 -0.35289
O 2.80430 -0.41031 -0.36047
S -2.49210 -1.29029 -0.13658

Löwdin charges, unit e, in atom order: -0.689, -0.228, -0.253, 0.083, 0.177, 0.235, 0.198, -0.066, 0.069, -0.044, 0.519



(b)
Density functional theory data (wB97M-V/def2-TZVPD) for an isolated molecule of C3H4N2OS.

Results
* gap between HOMO and LUMO (alpha / beta): 8.27 / 8.27 eV
* HOMO (alpha / beta): -9.3 / -9.3 eV
* lowest unoccupied orbital energy (alpha / beta): -1.0 / -1.0 eV

Cartesian coordinates (Å):
C -0.93699 -1.23646 0.04531
C 1.61183 1.54608 0.38589
C -1.80731 -0.35870 -0.41150
N 0.35370 -1.49129 -0.28497
N 2.16404 0.33458 0.20916
O 0.71989 1.97487 -0.29951
S 1.78110 -1.00371 -0.33795
H -1.37473 -2.09968 0.74333
H 1.91200 2.23899 1.26909
H -2.79499 -0.41827 -0.17021
H -1.62855 0.51357 -1.14863

Löwdin charges, unit e, in atom order: -0.332, -0.455, 0.006, -0.338, -0.314, 0.013, 1.012, 0.150, 0.145, 0.011, 0.101



(c)
Density functional theory data (wB97M-V/def2-TZVPD) for a cluster of 2 separate species, C3H4N2OS in total.

Results
* gap between HOMO and LUMO (alpha / beta): 7.90 / 7.98 eV
* HOMO (alpha / beta): -9.0 / -9.7 eV
* lowest unoccupied orbital energy (alpha / beta): -1.1 / -1.7 eV

Cartesian coordinates (Å):
C -0.80369 -1.51970 0.11809
C 0.60878 0.67939 0.18804
C -0.70767 -0.07753 -0.10813
N -1.05444 -2.64469 0.23559
N 1.57048 -0.17403 0.58414
O 0.71371 1.86270 0.33598
S -2.20659 0.90831 -0.18674
H -0.43313 -0.15208 -2.09067
H 1.53702 -1.20723 0.27841
H 2.42089 0.18401 0.82809
H -1.64535 2.14084 -0.18279

Löwdin charges, unit e, in atom order: -0.309, -0.638, -0.552, 0.169, 0.163, 0.056, 0.779, 0.210, 0.150, 0.075, -0.103



(d)
Density functional theory data (wB97M-V/def2-TZVPD) for an isolated molecule of C3H4N2OS.

Results
* gap between HOMO and LUMO: 8.93 eV
* SMILES: S=C1NCC=NO1
* HOMO: -8.6 eV
* lowest unoccupied orbital energy: 0.3 eV

Cartesian coordinates (Å):
S -3.10380 -0.45508 -0.07939
C -1.43153 -0.41454 0.04498
N -0.71069 0.68802 0.01183
C 0.72684 0.73126 0.11073
C 1.33431 -0.61639 -0.17033
N 0.69406 -1.70894 -0.07095
O -0.69725 -1.53546 0.27028
H -1.26943 1.53617 -0.00125
H 1.12135 1.40099 -0.62298
H 1.00083 1.06838 1.10304
H 2.33532 -0.69442 -0.59596

Löwdin charges, unit e, in atom order: 0.613, -0.911, 0.010, -0.129, -0.107, 0.122, -0.102, 0.138, 0.114, 0.127, 0.125



Looking at the structures above, which would you pick as the most stable? I would pick (d).